Formula: C22H51N3O13
Source: the OMol25 dataset
Level of theory: ωB97M-V with the def2-TZVPD basis set

```
89
Properties=species:S:1:pos:R:3:mulliken_spin:R:1
C -3.161 2.206 -2.921 0.000
C -2.375 3.347 -2.154 0.000
C -1.622 4.307 -3.134 0.000
O -0.439 3.803 -3.726 0.000
C 0.664 3.929 -2.866 0.000
N -3.427 3.953 -1.243 0.000
H -4.091 4.579 -1.675 0.000
H -3.968 3.174 -0.896 0.000
H -3.042 4.521 -0.501 0.000
H -3.814 2.648 -3.673 0.000
H -3.781 1.486 -2.387 0.000
H -2.407 1.707 -3.531 0.000
H -1.600 2.913 -1.523 0.000
H -1.388 5.167 -2.506 0.000
H -2.290 4.614 -3.939 0.000
H 0.448 3.312 -1.994 0.000
H 0.765 4.936 -2.460 0.000
H 1.611 3.728 -3.368 0.000
C 1.931 -5.511 3.224 0.000
C 1.776 -4.166 3.871 0.000
C 1.736 -2.896 2.995 0.001
O 1.564 -1.754 3.848 0.000
C 1.527 -0.525 3.102 0.000
N 0.655 -4.143 4.949 0.000
H -0.241 -4.324 4.520 0.000
H 0.673 -4.786 5.728 0.000
H 0.590 -3.226 5.367 0.000
H 1.034 -5.653 2.622 0.000
H 2.042 -6.317 3.950 0.000
H 2.751 -5.545 2.507 0.000
H 2.674 -4.105 4.486 0.000
H 0.984 -2.914 2.207 -0.001
H 2.686 -2.769 2.477 0.000
H 0.618 -0.427 2.508 0.000
H 2.489 -0.323 2.631 0.000
H 1.416 0.309 3.795 0.000
C 4.925 2.848 -1.813 0.000
C 3.849 2.110 -0.943 0.000
C 3.987 0.551 -0.840 0.000
O 2.894 -0.018 -0.042 0.000
C 2.809 -1.427 -0.183 0.001
N 3.659 2.822 0.428 0.000
H 3.251 3.733 0.275 0.000
H 2.993 2.350 1.024 0.000
H 4.535 2.856 0.929 0.000
H 5.956 2.719 -1.485 0.000
H 4.687 3.907 -1.914 0.000
H 4.823 2.381 -2.793 0.000
H 2.841 2.384 -1.253 0.000
H 5.004 0.318 -0.524 0.000
H 3.835 0.314 -1.893 0.000
H 1.990 -1.805 0.429 -0.003
H 3.640 -1.920 0.321 0.000
H 2.771 -1.725 -1.231 0.001
C -3.041 -2.386 2.556 0.001
C -2.482 -3.616 3.213 0.000
O -3.005 -3.937 4.317 0.000
O -1.563 -4.285 2.692 0.000
H -2.355 -1.918 1.850 -0.001
H -3.232 -1.533 3.208 0.000
H -3.944 -2.590 1.982 0.000
C 0.216 0.222 -3.752 -0.001
C 1.253 -0.583 -4.455 0.001
O 2.381 -0.623 -3.909 0.000
O 0.970 -1.181 -5.492 0.000
H 0.390 1.285 -3.917 0.000
H 0.379 0.121 -2.679 0.000
H -0.804 -0.019 -4.053 0.000
C -4.928 0.761 0.904 0.000
C -6.030 1.378 0.007 0.000
O -5.828 2.438 -0.670 0.000
O -7.168 0.879 0.094 0.000
H -4.559 -0.208 0.569 0.000
H -5.323 0.723 1.919 0.000
H -4.001 1.323 1.019 0.000
C -0.365 -2.866 -0.960 -0.014
C -0.675 -3.865 -2.025 -0.069
O 0.245 -4.208 -2.790 0.489
O -1.795 -4.478 -2.042 0.566
H 0.034 -1.873 -1.169 0.007
H 0.496 -3.188 -0.373 0.011
H -1.099 -2.895 -0.154 0.012
C -0.914 0.743 0.517 0.000
C -0.662 2.100 1.119 0.000
O 0.481 2.483 1.574 0.000
O -1.622 2.942 1.298 0.000
H -1.595 0.113 1.089 0.000
H 0.059 0.355 0.213 -0.001
H -1.353 0.733 -0.480 0.000
```

Results
**ΔE to the lowest compared entry with this formula, charge and spin**: 0.000 eV
**⟨S²⟩**: 0.759
**Gap between HOMO and LUMO (alpha / beta)**: 5.51 / 4.16 eV
**Multiplicity**: 2
**Total charge**: -1

Formula: C31H87N9O19
Source: the OMol25 dataset
Level of theory: ωB97M-V with the def2-TZVPD basis set

```
146
Properties=species:S:1:pos:R:3:lowdin_charge:R:1
C 16.104 10.527 12.991 -0.109
O 16.485 10.087 11.737 -0.149
C 16.446 11.122 10.829 -0.245
C 15.082 11.372 10.161 -0.202
N 14.421 10.213 9.525 -0.038
C 15.092 9.905 8.217 -0.197
C 14.357 10.417 7.031 -0.252
O 13.063 9.836 7.010 -0.197
C 12.566 9.836 5.696 -0.134
H 15.164 10.978 13.015 0.058
H 16.748 11.288 13.398 0.091
H 16.049 9.660 13.630 0.074
H 17.221 10.898 10.048 0.133
H 16.759 12.080 11.262 0.125
H 15.282 12.236 9.525 0.102
H 14.343 11.695 10.929 0.108
H 14.709 9.453 10.148 0.101
H 15.049 8.797 8.077 0.135
H 16.125 10.173 8.238 0.100
H 14.881 10.355 6.130 0.092
H 14.281 11.599 7.103 0.151
H 12.318 10.926 5.429 0.110
H 11.661 9.194 5.667 0.090
H 13.257 9.427 4.908 0.095
C 18.686 10.207 20.118 -0.106
O 17.918 11.285 19.537 -0.183
C 16.639 10.843 19.133 -0.212
C 16.710 9.967 17.851 -0.189
N 15.382 9.741 17.276 -0.048
C 15.407 8.741 16.223 -0.199
C 14.031 8.710 15.428 -0.204
O 13.663 10.024 15.072 -0.244
C 12.429 10.048 14.334 -0.089
H 19.242 9.543 19.389 0.094
H 18.035 9.465 20.630 0.087
H 19.392 10.644 20.832 0.083
H 16.085 11.700 18.862 0.090
H 16.079 10.432 19.957 0.116
H 16.974 8.939 18.065 0.105
H 17.451 10.258 17.120 0.113
H 14.915 10.579 17.048 0.058
H 15.550 7.763 16.646 0.106
H 16.257 8.814 15.542 0.093
H 13.283 8.194 16.084 0.128
H 14.159 8.082 14.474 0.139
H 12.560 9.562 13.337 0.088
H 12.178 11.089 14.137 0.071
H 11.657 9.439 14.860 0.103
C 12.406 11.453 19.333 -0.091
O 12.962 11.875 18.080 -0.222
C 11.824 11.959 17.105 -0.113
C 11.148 13.438 17.173 -0.114
N 12.236 14.301 16.613 -0.073
C 12.198 15.704 17.000 -0.163
C 12.377 15.994 18.511 -0.157
O 11.505 17.093 18.933 -0.206
C 10.320 16.698 19.571 -0.131
H 11.647 12.156 19.613 0.073
H 13.272 11.308 19.967 0.089
H 11.909 10.526 19.214 0.067
H 11.217 11.075 17.316 0.115
H 12.269 11.906 16.115 0.074
H 10.871 13.671 18.184 0.084
H 10.289 13.391 16.575 0.088
H 13.052 13.839 16.808 0.042
H 11.216 16.048 16.688 0.103
H 12.951 16.306 16.442 0.120
H 13.391 16.369 18.689 0.120
H 12.330 15.113 19.191 0.120
H 9.953 17.636 19.942 0.081
H 10.519 15.972 20.363 0.085
H 9.580 16.284 18.860 0.084
N 9.743 17.906 9.117 0.184
C 10.890 17.425 9.586 -0.632
N 10.691 16.845 10.837 0.175
O 11.952 17.458 8.965 0.004
H 8.930 17.755 9.601 0.057
H 9.663 18.176 8.147 0.120
H 11.491 16.340 11.214 0.063
H 9.754 16.779 11.271 0.064
N 11.890 14.401 13.768 0.194
C 12.867 15.004 13.033 -0.600
N 12.815 14.764 11.660 0.178
O 13.676 15.819 13.442 0.019
H 12.041 14.298 14.814 0.078
H 11.434 13.631 13.267 0.070
H 12.052 14.252 11.315 0.025
H 13.632 14.669 11.057 0.087
N 11.363 10.695 10.251 0.190
C 10.868 11.899 10.782 -0.663
N 10.795 12.952 9.884 0.139
O 10.439 12.095 11.866 0.050
H 11.562 10.042 10.937 0.056
H 11.958 10.759 9.419 0.086
H 10.549 12.697 8.914 0.121
H 10.026 13.567 10.174 0.087
O 13.938 18.474 11.144 -0.064
C 15.314 18.566 10.827 -0.212
C 16.257 17.701 11.741 -0.231
O 15.790 16.411 11.834 -0.101
H 13.399 17.990 10.503 0.053
H 15.496 18.359 9.812 0.079
H 15.634 19.629 10.788 0.124
H 16.578 18.173 12.680 0.123
H 17.178 17.590 11.177 0.110
H 15.073 16.288 12.508 0.058
O 15.170 14.789 9.579 -0.119
C 14.888 15.651 8.475 -0.212
C 13.564 15.190 7.867 -0.250
O 13.222 15.818 6.629 -0.054
H 15.676 15.277 10.280 0.074
H 14.858 16.620 8.896 0.079
H 15.662 15.616 7.697 0.124
H 12.753 15.325 8.632 0.100
H 13.613 14.080 7.693 0.113
H 12.657 16.522 6.899 0.042
O 12.309 19.729 13.447 -0.051
C 10.986 19.479 13.866 -0.245
C 10.899 18.308 14.776 -0.292
O 9.713 17.652 14.539 -0.072
H 12.708 19.093 12.823 0.069
H 10.512 20.340 14.301 0.121
H 10.334 19.166 13.045 0.107
H 11.010 18.611 15.837 0.135
H 11.803 17.749 14.605 0.102
H 9.364 17.306 15.407 0.124
O 15.464 15.587 15.951 -0.079
C 16.495 14.746 15.487 -0.242
C 16.224 13.358 16.057 -0.218
O 14.898 13.000 15.634 -0.091
H 14.703 15.536 15.320 0.057
H 16.527 14.579 14.352 0.137
H 17.455 15.163 15.771 0.115
H 16.221 13.391 17.141 0.110
H 16.928 12.638 15.673 0.106
H 14.933 12.077 15.293 0.067
O 8.029 17.484 12.050 -0.080
C 7.374 16.405 12.801 -0.191
C 8.230 15.159 12.952 -0.281
O 8.925 15.003 11.785 -0.075
H 8.531 17.973 12.683 0.032
H 6.962 16.781 13.762 0.127
H 6.462 16.159 12.288 0.104
H 7.449 14.370 13.173 0.139
H 8.863 15.261 13.823 0.094
H 9.397 14.146 11.839 0.063
```

Results
**Gap between HOMO and LUMO**: 9.21 eV
**Multiplicity**: 1
**Structure (SMILES)**: COCCNCCOC.COCCNCCOC.COCCNCCOC.NC(N)=O.NC(N)=O.NC(N)=O.OCCO.OCCO.OCCO.OCCO.OCCO
**Total charge**: 0

Among the records above, which one has the highest total charge? C31H87N9O19

Which of these has the lowest total charge? C22H51N3O13

The highest multiplicity belongs to which entry? C22H51N3O13